Arrangement w

Computed, not measured: C4H2N2O in the gas phase, with the ωB97M-V functional and the def2-TZVPD basis.

- HOMO-LUMO gap (eV) = 8.9

The geometry in ORCA input format:
```
! wB97M-V def2-TZVPD RIJCOSX def2/J DEFGRID3
* xyz 0 1
C 2.039 -0.439 -0.222
C 0.597 -0.297 -0.166
C -0.092 0.983 -0.128
C -1.544 -0.629 0.205
H 0.198 2.092 -0.281
H -2.576 -1.167 0.095
N 3.247 0.064 0.341
N -0.397 -1.333 -0.009
O -1.471 0.724 0.166
*
```

***

Arrangement x

Computed, not measured: C4H2N2O in the gas phase, with the ωB97M-V functional and the def2-TZVPD basis.

- HOMO-LUMO gap (eV) = 9.4

The geometry in ORCA input format:
```
! wB97M-V def2-TZVPD RIJCOSX def2/J DEFGRID3
* xyz 0 1
C -0.045 1.106 -0.339
C -2.055 -0.342 0.164
C 1.793 -0.497 0.231
C 0.607 0.010 -0.082
N -1.143 1.596 -0.501
N -2.344 0.709 -0.330
O -1.379 -1.276 0.340
H 2.038 -1.477 0.487
H 2.527 0.172 0.029
*
```

***

The most stable arrangement is arrangement w, and the next structure is 12.5 kcal/mol less stable.

***

Arrangement w

Computed, not measured: a 2-piece molecular cluster, C27H26N3S overall, with the ωB97M-V functional and the def2-TZVPD basis.

- HOMO-LUMO gap (eV) = 5.5

The geometry in ORCA input format:
```
! wB97M-V def2-TZVPD RIJCOSX def2/J DEFGRID3
* xyz 1 1
C 5.403 -3.065 1.235
C 4.012 -3.225 1.174
C 3.231 -2.073 1.116
C 3.790 -0.790 1.097
C 5.172 -0.635 1.197
C 5.975 -1.784 1.261
S 2.570 0.434 0.913
C 1.295 -0.788 0.924
N 0.053 -0.519 0.761
C -0.915 -1.602 0.906
C -0.391 -2.877 1.533
C 1.001 -3.235 1.068
N 1.837 -2.033 1.106
H 6.044 -3.944 1.262
H 3.542 -4.212 1.164
H 5.582 0.374 1.222
H 7.059 -1.672 1.325
H -1.730 -1.188 1.512
H -1.333 -1.813 -0.092
H -0.399 -2.753 2.619
H -1.067 -3.696 1.291
H 1.450 -3.991 1.714
H 0.978 -3.629 0.041
C 1.037 4.127 1.103
C 0.773 3.196 -0.001
N 1.612 3.088 -1.056
C 1.156 2.123 -1.956
C -0.049 1.591 -1.438
C -0.670 0.553 -2.116
C -0.107 0.115 -3.324
C 1.091 0.657 -3.823
C 1.757 1.669 -3.121
C -0.316 2.291 -0.173
C -1.341 2.070 0.741
C -2.634 1.550 0.415
C -3.259 1.757 -0.846
C -4.451 1.117 -1.164
C -5.035 0.208 -0.271
C -6.206 -0.622 -0.702
C -4.510 0.110 1.026
C -3.368 0.809 1.380
H 0.140 4.170 1.731
H 1.885 3.790 1.722
H 1.264 5.131 0.710
H 2.451 3.648 -1.179
H -1.588 0.125 -1.707
H -0.620 -0.664 -3.887
H 1.498 0.283 -4.762
H 2.695 2.113 -3.445
H -1.123 2.286 1.790
H -2.787 2.434 -1.560
H -4.922 1.295 -2.132
H -6.566 -1.253 0.116
H -7.044 -0.001 -1.043
H -5.940 -1.282 -1.538
H -5.008 -0.531 1.756
H -2.977 0.759 2.400
*
```

***

Arrangement x

Computed, not measured: an isolated ion of composition C27H26N3S and charge +1, with the ωB97M-V functional and the def2-TZVPD basis.

- HOMO-LUMO gap (eV) = 7.4

The geometry in ORCA input format:
```
! wB97M-V def2-TZVPD RIJCOSX def2/J DEFGRID3
* xyz 1 1
C 2.492 1.456 3.723
C 1.369 0.638 3.243
N 0.219 0.675 3.995
C -0.081 1.673 5.025
C -0.682 -0.279 3.547
C -0.095 -0.884 2.388
C -0.828 -1.984 1.876
C -2.127 -2.255 2.396
C -2.718 -1.484 3.397
C -1.978 -0.462 3.990
C 1.167 -0.192 2.123
C 2.315 -0.568 1.103
C 2.313 -2.132 0.919
C 1.957 -3.159 1.834
C 2.063 -4.505 1.478
C 2.537 -4.913 0.223
C 3.057 -3.911 -0.598
C 2.936 -2.559 -0.256
H 3.451 1.132 3.293
H 2.253 2.484 3.411
H 2.612 1.489 4.826
H -1.119 1.547 5.319
H 0.558 1.531 5.901
H 0.052 2.696 4.649
H -0.429 -2.578 1.057
H -2.711 -3.075 1.977
H -3.742 -1.664 3.706
H -2.406 0.191 4.763
H 3.258 -0.310 1.614
H 1.647 -2.988 2.880
H 1.696 -5.301 2.138
H 2.522 -5.961 -0.086
H 3.478 -4.150 -1.573
H 3.398 -1.815 -0.891
C 5.898 3.631 -3.870
C 4.646 3.154 -3.498
C 4.554 2.243 -2.430
C 5.664 1.758 -1.739
C 6.924 2.224 -2.136
C 7.032 3.151 -3.199
S 5.190 0.602 -0.484
C 3.486 0.812 -0.872
N 2.390 0.161 -0.271
C 1.084 0.550 -0.826
C 1.128 0.964 -2.269
C 2.111 2.049 -2.531
N 3.364 1.656 -1.909
H 6.018 4.366 -4.671
H 3.778 3.498 -4.048
H 7.796 1.855 -1.615
H 8.022 3.502 -3.509
H 0.409 -0.279 -0.659
H 0.769 1.394 -0.205
H 1.363 0.129 -2.927
H 0.142 1.351 -2.484
H 2.297 2.103 -3.597
H 1.834 3.057 -2.201
*
```

***

The most stable arrangement is arrangement w, and the next structure is 17.3 kcal/mol less stable.

***

Arrangement w

Computed, not measured: C4H5NOS in the gas phase, with the ωB97M-V functional and the def2-TZVPD basis.

- HOMO-LUMO gap (eV) = 8.2

The geometry in ORCA input format:
```
! wB97M-V def2-TZVPD RIJCOSX def2/J DEFGRID3
* xyz 0 1
C 1.506 1.362 -0.097
C 1.059 -0.022 -0.257
C -1.005 -1.343 0.078
C -1.416 0.143 0.072
H 2.552 1.603 -0.160
H -1.532 -2.149 -0.436
H -0.488 -1.733 1.011
H -1.313 0.706 1.073
H -2.102 0.583 -0.669
N -0.222 -0.287 -0.642
O 0.730 2.261 0.038
S 2.230 -1.123 -0.011
*
```

***

Arrangement x

Computed, not measured: C4H5NOS as an isolated structure, with the ωB97M-V functional and the def2-TZVPD basis.

- HOMO-LUMO gap (eV) = 8.4

The geometry in ORCA input format:
```
! wB97M-V def2-TZVPD RIJCOSX def2/J DEFGRID3
* xyz 0 1
C 0.484 -0.319 -0.182
C -0.528 0.360 -0.629
C -1.263 2.553 0.503
C 0.407 -0.711 1.225
N -1.610 0.743 0.211
O -0.910 2.774 1.597
S -1.265 -0.026 1.685
H 1.335 -0.776 -0.656
H -0.519 0.823 -1.548
H -1.607 3.081 -0.373
H 0.130 -1.674 1.701
H 1.272 -0.308 1.769
*
```

***

The most stable arrangement is arrangement w, and the next structure is 21.7 kcal/mol less stable.

***

Arrangement w

Computed, not measured: C4H5NOS in the gas phase, with the ωB97M-V functional and the def2-TZVPD basis.

- HOMO-LUMO gap (eV) = 9.7

The geometry in ORCA input format:
```
! wB97M-V def2-TZVPD RIJCOSX def2/J DEFGRID3
* xyz 0 1
C 0.639 -1.015 1.216
C 0.553 -0.089 -1.128
C -0.336 0.843 -0.862
C -1.174 0.868 0.308
H 1.426 -2.013 -0.413
H 1.056 0.015 -2.128
H -0.259 1.847 -1.570
H -2.018 0.220 0.383
H -1.668 1.880 0.550
N 0.865 -1.250 -0.248
O 1.311 -1.627 2.099
S -0.396 0.320 1.794
*
```

***

Arrangement x

Computed, not measured: C4H5NOS in the gas phase, with the ωB97M-V functional and the def2-TZVPD basis.

- HOMO-LUMO gap (eV) = 9.9

The geometry in ORCA input format:
```
! wB97M-V def2-TZVPD RIJCOSX def2/J DEFGRID3
* xyz 0 1
C -0.009 -0.150 1.541
C 0.111 0.167 -1.631
C 1.104 0.385 -0.537
C 0.409 0.958 0.605
H 0.805 -0.809 1.886
H -0.582 0.146 2.409
H 0.206 0.456 -2.649
H 1.652 -0.534 -0.358
H -0.384 1.635 0.395
N -0.879 -0.550 -1.259
O 1.662 1.488 0.182
S -1.159 -1.069 0.363
*
```

***

The most stable arrangement is arrangement w, and the next structure is 45.6 kcal/mol less stable.

***

Arrangement w

Computed, not measured: C4H5NOS in the gas phase, with the ωB97M-V functional and the def2-TZVPD basis.

- HOMO-LUMO gap (eV) = 8.6

The geometry in ORCA input format:
```
! wB97M-V def2-TZVPD RIJCOSX def2/J DEFGRID3
* xyz 0 1
C 0.138 -0.826 0.007
C 2.300 0.433 0.011
C 0.976 0.364 0.043
C -1.955 0.404 -0.197
N -1.258 -0.738 -0.018
O 0.605 -1.918 0.140
S -3.571 0.437 -0.171
H 2.822 -0.500 -0.209
H 2.914 1.254 0.217
H 0.379 1.310 0.476
H -1.573 1.420 -0.258
H -1.779 -1.639 -0.040
*
```

***

Arrangement x

Computed, not measured: C4H5NOS in the gas phase, with the ωB97M-V functional and the def2-TZVPD basis.

- HOMO-LUMO gap (eV) = 7.8

The geometry in ORCA input format:
```
! wB97M-V def2-TZVPD RIJCOSX def2/J DEFGRID3
* xyz 0 1
C -0.857 0.087 -1.064
C 0.301 -0.609 -0.624
C -1.696 1.825 0.435
C 0.689 -0.895 0.834
N -1.450 0.890 -0.288
O 3.025 0.110 -0.281
S 1.676 0.533 0.227
H -1.384 0.072 -1.955
H 0.842 -1.326 -1.386
H -2.488 1.870 1.312
H 1.145 -1.793 1.054
H 0.196 -0.764 1.737
*
```

***

The most stable arrangement is arrangement w, and the next structure is 90.9 kcal/mol less stable.